Formula: C41H41HoN5O3PS
Source: the Open Molecules 2025 dataset
Level of theory: wB97M-V/def2-TZVPD

The geometry in XYZ format:
```
93
Properties=species:S:1:pos:R:3:forces:R:3
Ho 0.155 0.622 0.016 0.941 1.212 -1.677
C 0.395 -1.788 -4.224 -1.124 1.199 -0.076
C 1.583 -1.415 -3.423 1.343 0.337 1.178
C 1.544 -1.262 -2.008 -0.052 -0.383 0.405
C 2.696 -1.028 -1.208 -0.791 0.668 -0.448
C 3.903 -0.935 -1.865 1.428 -0.173 0.164
C 3.978 -1.119 -3.256 0.533 0.364 0.217
C 2.839 -1.285 -4.045 -0.151 0.315 1.764
H -0.496 -1.194 -3.906 0.513 -0.353 -0.317
H 0.138 -2.812 -4.049 -0.102 -0.775 -0.057
H 0.553 -1.622 -5.299 -0.034 -0.144 0.394
H 0.620 -1.552 -1.471 0.073 0.117 -0.410
H 2.677 -0.802 -0.108 -0.179 -0.575 -0.987
H 4.853 -0.769 -1.290 -1.089 -0.131 -0.667
H 4.994 -1.084 -3.684 -0.780 0.037 -0.047
H 2.899 -1.246 -5.102 0.145 -0.349 -0.835
N -1.102 2.755 -7.202 -0.068 -0.398 -0.373
C -0.741 2.826 -5.907 1.121 -0.297 0.848
C -0.517 4.075 -5.303 -0.386 0.836 -0.548
C -0.145 4.223 -3.982 0.380 -0.355 -0.118
C 0.113 3.056 -3.260 0.629 2.176 0.009
C -0.107 1.812 -3.821 0.592 -0.236 0.432
C -0.429 1.661 -5.145 -0.398 2.407 0.181
S 0.481 3.318 -1.542 -3.999 -1.233 -1.435
O 0.411 4.692 -1.108 1.155 -1.313 -0.335
O 1.504 2.350 -1.083 0.793 0.059 0.665
N -0.904 2.470 -1.141 1.503 -0.241 1.339
C -1.508 2.873 0.016 -0.300 -0.399 -0.462
N -1.368 1.944 0.997 -1.641 1.116 1.409
C -2.079 2.198 2.123 -0.130 0.074 0.288
C -2.956 3.276 2.240 1.180 -1.591 0.371
C -3.071 4.065 1.107 0.514 0.542 -0.377
N -2.261 3.958 0.050 -0.917 -0.345 0.571
H -1.466 3.541 -7.693 -0.024 0.445 -0.063
H -1.207 1.877 -7.668 -0.052 -0.240 0.035
H -0.587 4.957 -5.951 -0.242 -0.273 0.417
H -0.050 5.210 -3.505 0.116 -0.536 -0.431
H -0.035 0.944 -3.188 0.414 -0.338 -0.058
H -0.355 0.735 -5.606 -0.401 -1.693 -0.689
H -1.952 1.493 2.943 0.013 0.126 -0.104
H -3.421 3.405 3.213 -0.398 0.240 -0.518
H -3.836 4.810 1.010 -0.149 0.510 0.190
C 3.737 3.311 3.727 0.017 -0.232 0.757
C 2.432 2.649 3.257 0.726 -1.047 -0.140
C 1.551 3.746 2.691 0.677 0.940 0.811
C 2.748 1.437 2.272 0.141 0.996 -0.752
C 3.610 0.313 2.841 -0.228 0.259 -0.296
O 2.655 -0.671 3.292 -2.290 0.167 -0.398
C 1.434 -0.381 2.691 2.728 1.712 0.738
N 1.491 0.678 1.918 -0.443 -0.531 0.454
C 0.275 -1.058 3.294 -1.325 -0.717 -0.265
C 0.254 -0.965 4.690 0.847 -0.341 -0.091
C -0.630 -1.759 5.425 -0.075 0.471 -0.475
C -1.473 -2.659 4.782 0.515 -0.647 0.155
C -1.489 -2.728 3.383 -0.601 0.247 0.674
C -0.757 -1.819 2.636 0.779 0.101 0.473
P -1.156 -1.809 0.871 0.758 -0.462 -0.761
C -0.470 -3.428 0.402 0.820 0.762 0.015
C -1.244 -4.536 0.139 0.628 -1.370 0.365
C -0.601 -5.794 0.163 0.312 0.378 -0.563
C 0.777 -5.921 0.379 -0.794 0.288 0.666
C 1.553 -4.772 0.533 0.438 0.150 0.098
C 0.929 -3.520 0.539 -0.246 -1.193 -0.094
C -2.930 -1.987 0.573 -0.210 -0.201 -0.885
C -3.332 -2.277 -0.781 0.015 0.584 1.159
C -4.675 -2.160 -1.114 0.538 -0.194 0.732
C -5.629 -2.017 -0.100 0.026 0.617 -0.604
C -5.255 -1.899 1.209 1.034 0.414 0.926
C -3.889 -1.789 1.546 -1.020 -0.784 -0.168
H 3.531 4.176 4.395 -0.003 -0.719 -0.304
H 4.277 3.716 2.896 0.383 0.244 -0.673
H 4.417 2.618 4.252 -0.330 0.356 -0.088
H 1.997 2.178 4.125 -0.548 -0.101 0.497
H 2.149 4.286 1.941 -0.434 -0.032 0.059
H 1.345 4.473 3.536 0.059 -0.770 -1.084
H 0.621 3.425 2.262 -0.503 -0.221 -0.201
H 3.219 1.901 1.381 -0.363 -0.468 0.190
H 4.203 0.657 3.668 0.137 -0.154 0.497
H 4.268 -0.169 2.119 -0.079 0.058 -0.149
H 1.042 -0.347 5.175 -0.836 -0.629 -0.213
H -0.615 -1.668 6.496 -0.084 -0.139 0.248
H -2.017 -3.389 5.389 -0.009 0.376 -0.334
H -2.121 -3.452 2.845 0.236 0.399 0.492
H -2.320 -4.487 0.034 0.086 0.027 -0.062
H -1.158 -6.687 -0.070 -0.264 -0.092 0.263
H 1.190 -6.906 0.612 0.019 0.295 -0.628
H 2.645 -4.893 0.682 -0.857 0.339 -0.067
H 1.518 -2.635 0.717 0.160 0.196 0.054
H -2.601 -2.620 -1.513 -0.046 0.484 -0.006
H -4.971 -2.172 -2.143 -0.169 -0.329 -0.345
H -6.661 -1.877 -0.356 -0.398 -0.306 -0.168
H -5.959 -1.811 2.031 -0.161 -0.030 -0.330
H -3.657 -1.736 2.599 0.254 0.442 -0.023
```
Forces are in eV/Å.

The value obtained for the energy above the lowest of the compared OMol25 structures with the same formula, charge and spin is 0.0000 eV. The value obtained for the orbital gap (alpha / beta) is 6.41 / 6.49 eV. As for the highest occupied orbital energy (alpha / beta): -12.21 / -12.21 eV. Its spin multiplicity is 5. The net charge is +2. As for the LUMO energy (alpha / beta): -5.795 / -5.717 eV.

***

Formula: C41H41N3O3P2S3Sc
Source: the Open Molecules 2025 dataset
Level of theory: wB97M-V/def2-TZVPD

The geometry in XYZ format:
```
94
Properties=species:S:1:pos:R:3:forces:R:3
Sc -0.917 0.512 -0.597 -0.339 -0.515 -0.728
C -4.003 1.311 -1.321 0.006 -0.001 -0.033
O -3.057 1.035 -0.291 0.088 0.137 0.083
C -3.592 1.170 1.026 -0.063 -0.073 -0.021
C -2.585 0.622 2.034 0.075 0.054 0.095
O -1.251 0.742 1.511 -0.040 0.178 0.070
C -0.272 1.342 2.371 -0.069 -0.131 -0.035
C 1.003 1.498 1.567 -0.091 0.069 0.154
O 0.644 1.905 0.241 -0.076 0.130 0.075
C 1.771 2.393 -0.500 -0.094 -0.075 -0.029
H -4.862 0.645 -1.220 0.002 0.022 0.002
H -3.511 1.117 -2.271 -0.018 0.015 0.008
H -4.318 2.355 -1.264 -0.015 -0.020 0.000
H -4.512 0.582 1.095 0.008 0.034 0.007
H -3.800 2.226 1.192 0.010 0.008 0.036
H -2.748 -0.434 2.236 -0.057 0.036 -0.020
H -2.645 1.194 2.961 -0.038 -0.025 0.022
H -0.097 0.685 3.227 0.026 0.043 0.018
H -0.659 2.307 2.697 0.043 0.015 0.036
H 1.566 0.566 1.494 -0.015 -0.017 0.030
H 1.604 2.280 2.041 0.099 -0.057 -0.076
H 2.575 1.657 -0.487 0.029 0.012 0.006
H 2.101 3.337 -0.060 0.031 -0.014 -0.008
H 1.441 2.547 -1.524 0.028 0.008 0.003
S -0.662 -0.066 -3.082 0.268 0.040 0.302
P 0.815 -1.186 -2.144 -0.158 -0.083 -0.474
C 0.567 -1.151 -0.485 0.186 0.366 0.365
P -0.424 -2.298 0.279 -0.046 -0.101 -0.148
S -2.354 -1.922 -0.180 0.176 0.136 0.165
C -0.180 -2.163 2.075 -0.068 -0.062 0.051
C -1.220 -2.431 2.960 0.012 0.041 0.007
C -1.001 -2.382 4.329 0.019 0.018 0.077
C 0.261 -2.080 4.823 -0.017 -0.013 -0.020
C 1.308 -1.840 3.943 0.030 0.016 0.051
C 1.087 -1.885 2.575 0.052 0.007 -0.033
C 0.018 -4.032 -0.005 -0.148 -0.110 -0.003
C 1.356 -4.408 -0.072 0.034 0.086 0.005
C 1.696 -5.743 -0.209 0.034 -0.034 -0.022
C 0.702 -6.710 -0.273 -0.015 -0.014 -0.005
C -0.633 -6.340 -0.203 0.036 -0.020 0.000
C -0.974 -5.003 -0.071 -0.066 0.034 -0.002
C 0.838 -2.786 -2.983 -0.034 -0.024 -0.038
C 2.037 -3.393 -3.338 0.100 0.031 0.021
C 2.034 -4.652 -3.916 -0.008 -0.065 -0.015
C 0.834 -5.312 -4.134 -0.017 -0.002 -0.004
C -0.366 -4.707 -3.786 -0.003 0.009 -0.002
C -0.367 -3.443 -3.220 -0.026 -0.019 0.044
C 2.409 -0.444 -2.560 0.026 0.046 -0.103
C 2.624 0.174 -3.789 0.023 0.029 0.002
C 3.874 0.688 -4.096 0.036 -0.006 0.033
C 4.917 0.577 -3.183 -0.028 0.016 -0.070
C 4.708 -0.049 -1.964 0.060 0.012 0.022
C 3.455 -0.557 -1.652 0.038 -0.019 0.075
H -2.203 -2.673 2.573 0.005 -0.020 -0.025
H -1.815 -2.589 5.011 0.002 -0.003 0.006
H 0.434 -2.050 5.890 -0.007 0.005 0.016
H 2.299 -1.627 4.323 -0.002 -0.001 0.007
H 1.901 -1.711 1.880 0.006 0.017 -0.001
H 2.132 -3.652 -0.028 -0.001 0.005 -0.010
H 2.738 -6.029 -0.271 0.004 -0.008 0.000
H 0.971 -7.753 -0.381 0.001 -0.008 0.000
H -1.410 -7.091 -0.256 -0.003 -0.012 -0.001
H -2.016 -4.710 -0.031 0.006 0.018 -0.004
H 2.982 -2.889 -3.171 -0.026 0.008 0.008
H 2.970 -5.119 -4.195 0.003 0.002 -0.002
H 0.832 -6.298 -4.581 0.002 -0.005 -0.002
H -1.305 -5.217 -3.957 0.003 -0.016 -0.007
H -1.303 -2.970 -2.947 0.000 0.016 0.004
H 1.813 0.260 -4.501 -0.023 -0.018 0.017
H 4.037 1.170 -5.051 0.013 0.006 -0.005
H 5.893 0.974 -3.428 0.011 0.008 0.000
H 5.522 -0.143 -1.256 -0.001 -0.002 0.004
H 3.274 -1.037 -0.697 -0.015 0.000 -0.006
N -0.433 5.476 0.830 -0.028 -0.063 0.069
C -0.776 5.523 2.169 0.101 0.052 -0.049
C -0.320 6.301 3.228 -0.014 -0.018 0.004
C -0.912 6.077 4.454 -0.015 -0.004 0.048
C -1.926 5.118 4.618 0.047 0.040 -0.013
C -2.368 4.352 3.561 -0.015 -0.014 0.031
C -1.772 4.554 2.315 -0.069 -0.063 -0.014
N -2.014 3.922 1.098 0.046 0.050 0.025
C -1.204 4.502 0.258 -0.030 0.030 -0.060
C -1.151 4.277 -1.191 0.131 -0.059 0.051
C -1.089 5.297 -2.093 -0.176 -0.065 0.051
S -1.118 4.672 -3.676 0.173 0.100 -0.046
C -1.141 3.100 -3.043 -0.135 -0.064 0.109
N -1.167 3.011 -1.738 0.039 -0.088 -0.122
H 0.291 5.997 0.367 -0.001 0.036 0.007
H 0.454 7.047 3.106 0.002 0.010 -0.016
H -0.596 6.660 5.308 0.002 0.002 0.005
H -2.372 4.991 5.595 -0.008 -0.007 0.012
H -3.164 3.631 3.693 -0.012 -0.032 -0.040
H -1.101 6.356 -1.895 -0.020 0.016 0.013
H -1.104 2.235 -3.686 -0.024 -0.002 -0.039
```
Forces are in eV/Å.

The value obtained for the energy above the lowest of the compared OMol25 structures with the same formula, charge and spin is 0.2414 eV. The value obtained for the orbital gap is 7.71 eV. As for the highest occupied orbital energy: -9.78 eV. Its spin multiplicity is 1. The net charge is +1. As for the LUMO energy: -2.075 eV.